# 1
# C44H43Br2ClF12O13S

5 unconnected molecules or ions with the total composition C44H43Br2ClF12O13S (ωB97M-V with the def2-TZVPD basis set, OMol25).

Its SMILES is CCOCCO[C@]1(CC[C@](F)(Br)C(F)(F)Br)OC(=O)O[C@@]1(CCCCC(F)(F)C(F)(F)S(F)(F)(F)(F)F)[C@H](Cl)CC.O=C1C=CC(=O)C=C1.O=C1C=CC(=O)C=C1.O=C1C=CC(=O)C=C1.O=C1C=CC(=O)C=C1. The calculation puts the electronic energy at -9885.18491 hartree. For the lowest unoccupied orbital energy, the calculation gives -1.84 eV. For the HOMO energy, the calculation gives -9.97 eV. Its multiplicity is 1. As for the gap between HOMO and LUMO: 8.1 eV. The charge is 0.

Geometry as XYZ:
```
116
Properties=species:S:1:pos:R:3:forces:R:3
C 3.9827 0.3902 5.0926 0.2 0.2 -0.5
C 3.2951 1.6919 4.6969 0.1 -0.1 0.8
O 2.0038 1.5107 4.1570 0.0 0.1 -0.2
C 1.9774 0.8216 2.9267 -0.2 0.3 -0.3
C 1.3908 1.7266 1.8320 0.1 0.1 0.6
O 0.2883 1.1349 1.1424 0.6 0.3 -0.2
C 0.5792 0.3968 0.0096 -0.6 -1.0 -0.9
C -0.6759 -0.4472 -0.2229 -0.2 0.3 0.2
C -0.6288 -1.8253 0.4397 -0.7 0.4 0.0
C -2.0529 -2.2689 0.7513 0.3 -0.3 0.7
F -2.9091 -1.9508 -0.2441 -0.2 0.0 -0.6
Br -2.6879 -1.3430 2.3624 -0.1 0.0 -0.2
C -2.2068 -3.8103 0.9460 -0.2 0.4 1.1
F -1.6284 -4.4609 -0.0563 0.2 -0.1 -0.5
F -3.5088 -4.1060 0.9444 -0.1 -0.1 -0.1
Br -1.4671 -4.4948 2.6241 0.1 0.1 -0.4
O 1.6587 -0.5047 0.2367 1.1 -0.1 0.7
C 2.8234 -0.0151 -0.2483 1.8 -0.9 0.1
O 3.9370 -0.4817 -0.0210 -2.8 1.3 -0.6
O 2.5556 1.0477 -1.0343 0.9 -0.1 0.5
C 1.1424 1.1731 -1.2265 -0.2 0.2 -0.3
C 0.7473 2.6397 -1.2515 -0.5 0.1 0.3
C -0.7700 2.9007 -1.2079 -0.1 0.4 0.1
C -1.1597 3.8617 -0.0863 0.0 0.2 -0.1
C -2.4336 4.6767 -0.3934 0.3 -0.1 0.1
C -3.4527 4.7030 0.7204 1.0 -0.2 0.2
F -2.7570 4.8856 1.8978 -0.2 0.0 0.0
F -4.2860 5.7529 0.6256 -0.3 -0.1 -0.2
C -4.2619 3.4099 0.9897 -0.6 0.1 0.6
F -5.1434 3.6845 1.9719 0.2 -0.1 -0.3
F -3.4515 2.4469 1.4487 0.1 0.1 -0.3
S -5.2275 2.7016 -0.4857 -0.6 -0.3 0.6
F -5.3452 1.3167 0.2484 0.0 -0.3 0.2
F -6.6092 3.1289 0.1315 -0.2 0.2 0.0
F -5.1524 4.0817 -1.2421 0.1 0.4 -0.3
F -3.8694 2.2314 -1.1397 0.5 0.0 -0.2
F -5.9881 2.1052 -1.7207 -0.1 -0.2 -0.2
C 0.8659 0.5918 -2.6263 0.2 0.2 -0.1
Cl 0.9879 -1.2011 -2.6957 0.0 -0.1 -0.1
C 1.7787 1.2014 -3.7243 0.3 -1.3 0.4
C 3.0500 0.4004 -4.0346 0.1 0.8 0.0
H 3.2579 -0.4013 5.2267 -0.2 -0.2 0.2
H 4.6939 0.0843 4.3372 0.1 -0.3 -0.2
H 4.5490 0.5190 6.0040 0.1 0.0 0.3
H 3.1492 2.2655 5.6039 -0.2 0.3 0.1
H 3.9350 2.2994 4.0571 0.0 0.0 -0.3
H 2.9734 0.5155 2.6257 0.3 -0.3 0.1
H 1.3468 -0.0578 3.0139 -0.1 -0.2 0.1
H 1.0073 2.6088 2.3289 -0.3 0.2 0.1
H 2.1808 2.0639 1.1686 0.0 0.0 -0.3
H -1.4614 0.1187 0.2580 -0.3 0.2 0.1
H -0.9415 -0.5192 -1.2639 0.0 -0.2 -0.2
H -0.1478 -2.5617 -0.1914 0.2 -0.1 -0.1
H -0.1421 -1.7404 1.3996 0.5 -0.2 0.1
H 1.2027 3.1575 -0.4194 0.2 0.0 0.3
H 1.1277 3.1235 -2.1387 0.3 0.0 -0.1
H -1.0770 3.3769 -2.1344 0.0 -0.1 -0.3
H -1.3648 2.0024 -1.1140 0.0 -0.4 0.0
H -0.3524 4.5732 0.0397 0.2 0.2 0.1
H -1.2184 3.3343 0.8531 -0.1 -0.2 0.3
H -2.1507 5.7126 -0.5260 0.0 0.3 0.0
H -2.8673 4.3521 -1.3286 -0.2 0.0 -0.1
H -0.1571 0.8216 -2.8908 -0.3 0.0 0.1
H 1.1826 1.2004 -4.6204 -0.1 0.5 -0.3
H 2.1186 2.1853 -3.4415 -0.4 0.4 0.0
H 3.7531 1.1052 -4.4667 0.2 0.0 -0.2
H 2.8807 -0.3653 -4.7734 -0.1 -0.4 0.0
H 3.5256 0.0210 -3.1437 0.1 -0.3 0.2
C -2.9666 5.4135 4.9412 0.0 0.0 0.1
C -3.0376 4.0993 5.1347 0.0 0.0 0.0
C -2.8727 3.5089 6.4864 0.0 0.0 0.0
O -2.9370 2.3120 6.6640 0.0 0.0 0.0
C -2.6266 4.4430 7.6150 0.0 0.0 0.0
C -2.5555 5.7571 7.4219 0.0 0.0 0.0
C -2.7208 6.3468 6.0688 0.0 0.0 0.0
O -2.6569 7.5445 5.8927 0.0 0.0 0.0
H -3.0849 5.8607 3.9650 0.0 0.1 0.0
H -3.2172 3.4029 4.3250 0.0 0.0 0.0
H -2.5101 3.9924 8.5925 0.0 0.0 0.0
H -2.3763 6.4542 8.2305 0.0 0.0 0.0
C -0.0615 -9.1339 -2.5985 0.0 0.0 0.0
C 0.6178 -9.4010 -1.4879 0.0 0.0 -0.1
C 0.4641 -8.5635 -0.2732 0.1 0.0 0.1
O 1.0819 -8.8170 0.7386 0.0 0.0 0.0
C -0.4720 -7.4129 -0.3408 0.0 0.0 0.0
C -1.1553 -7.1485 -1.4513 0.0 -0.1 0.0
C -1.0045 -7.9901 -2.6652 0.0 0.1 0.0
O -1.6314 -7.7542 -3.6761 0.0 0.0 0.0
H 0.0325 -9.7313 -3.4963 0.0 0.0 0.0
H 1.3068 -10.2326 -1.4132 0.0 0.0 0.0
H -0.5658 -6.8163 0.5575 0.1 0.0 0.0
H -1.8512 -6.3254 -1.5271 0.0 0.0 0.0
C 3.6023 -3.0971 1.6560 0.0 -0.1 0.0
C 4.4246 -2.5441 2.5426 0.0 0.1 0.0
C 4.7902 -3.2403 3.7995 0.0 0.1 0.0
O 5.5402 -2.7330 4.6072 0.0 0.0 0.0
C 4.2019 -4.5819 4.0301 0.0 -0.1 0.0
C 3.3793 -5.1374 3.1444 0.0 0.0 0.0
C 3.0155 -4.4384 1.8852 0.0 0.0 0.0
O 2.2634 -4.9450 1.0791 -0.1 0.0 0.0
H 3.3347 -2.5982 0.7379 0.0 0.0 -0.1
H 4.8636 -1.5670 2.3863 0.0 0.0 0.0
H 4.4794 -5.0758 4.9528 0.0 0.0 0.0
H 2.9398 -6.1138 3.2976 0.0 0.0 -0.1
C 0.6359 -0.5440 -9.9118 0.0 0.0 0.0
C 1.3424 -0.3784 -8.7971 0.0 0.0 0.0
C 1.0601 0.7421 -7.8672 0.0 0.0 0.0
O 1.7062 0.8937 -6.8507 0.0 0.0 -0.1
C -0.0405 1.6707 -8.2250 0.0 0.0 0.0
C -0.7476 1.5062 -9.3392 0.0 0.0 0.0
C -0.4659 0.3844 -10.2718 0.0 0.0 0.0
O -1.1106 0.2336 -11.2855 0.0 0.0 0.0
H 0.8252 -1.3540 -10.6045 0.0 0.0 0.0
H 2.1486 -1.0438 -8.5158 0.0 0.0 0.0
H -0.2291 2.4810 -7.5320 0.0 0.0 0.0
H -1.5537 2.1720 -9.6197 0.0 0.0 0.0
```
Forces are in eV/Å.

Mulliken population analysis, charges in e, atoms 1 to 99: atom 1 (C): -0.99, atom 2 (C): -0.24, atom 3 (O): -0.45, atom 4 (C): -0.52, atom 5 (C): -0.64, atom 6 (O): -0.05, atom 7 (C): 1.19, atom 8 (C): -1.17, atom 9 (C): -0.98, atom 10 (C): 0.35, atom 11 (F): -0.39, atom 12 (Br): -0.06, atom 13 (C): 0.55, atom 14 (F): -0.17, atom 15 (F): -0.25, atom 16 (Br): -0.12, atom 17 (O): 0.18, atom 18 (C): 0.30, atom 19 (O): -0.61, atom 20 (O): -0.22, atom 21 (C): -0.07, atom 22 (C): -2.07, atom 23 (C): -0.52, atom 24 (C): -0.27, atom 25 (C): -1.48, atom 26 (C): 0.58, atom 27 (F): -0.26, atom 28 (F): -0.33, atom 29 (C): 0.58, atom 30 (F): -0.31, atom 31 (F): -0.05, atom 32 (S): 1.42, atom 33 (F): -0.32, atom 34 (F): -0.32, atom 35 (F): -0.34, atom 36 (F): -0.29, atom 37 (F): -0.33, atom 38 (C): -0.01, atom 39 (Cl): -0.18, atom 40 (C): -0.43, atom 41 (C): -1.43, atom 42 (H): 0.22, atom 43 (H): 0.21, atom 44 (H): 0.49, atom 45 (H): 0.39, atom 46 (H): 0.23, atom 47 (H): 0.44, atom 48 (H): 0.02, atom 49 (H): 0.68, atom 50 (H): 0.30, atom 51 (H): 0.36, atom 52 (H): 0.51, atom 53 (H): 0.34, atom 54 (H): 0.53, atom 55 (H): 0.52, atom 56 (H): 0.60, atom 57 (H): 0.82, atom 58 (H): 0.10, atom 59 (H): 0.55, atom 60 (H): 0.13, atom 61 (H): 0.41, atom 62 (H): 0.52, atom 63 (H): 0.67, atom 64 (H): 0.33, atom 65 (H): 0.39, atom 66 (H): 0.40, atom 67 (H): 0.29, atom 68 (H): 0.43, atom 69 (C): -0.19, atom 70 (C): -0.26, atom 71 (C): 0.16, atom 72 (O): -0.54, atom 73 (C): -0.42, atom 74 (C): -0.42, atom 75 (C): 0.25, atom 76 (O): -0.55, atom 77 (H): 0.60, atom 78 (H): 0.47, atom 79 (H): 0.42, atom 80 (H): 0.41, atom 81 (C): -0.40, atom 82 (C): -0.41, atom 83 (C): 0.27, atom 84 (O): -0.55, atom 85 (C): -0.07, atom 86 (C): -0.23, atom 87 (C): 0.23, atom 88 (O): -0.55, atom 89 (H): 0.41, atom 90 (H): 0.41, atom 91 (H): 0.31, atom 92 (H): 0.56, atom 93 (C): -0.10, atom 94 (C): -0.02, atom 95 (C): 0.09, atom 96 (O): -0.56, atom 97 (C): -0.50, atom 98 (C): -0.46, atom 99 (C): 0.21

***

# 2
# C44H43FInN5O7S2

A molecular structure, C44H43FInN5O7S2 (ωB97M-V with the def2-TZVPD basis set, OMol25).

The calculation puts the electronic energy at -3589.26078 hartree. For the lowest unoccupied orbital energy, the calculation gives 4.05 eV. For the HOMO energy, the calculation gives -0.51 eV. Its multiplicity is 1. As for the gap between HOMO and LUMO: 4.6 eV. The charge is -2.

Geometry as XYZ:
```
103
Properties=species:S:1:pos:R:3:forces:R:3
In -0.6440 -0.7432 0.2493 -0.1 0.0 0.6
C -4.2559 1.0096 1.0928 -0.1 0.0 0.3
O -4.1193 1.6525 -0.1531 0.4 0.0 -0.4
C -2.9035 2.2659 -0.4517 -0.2 0.2 0.5
C -2.9923 3.0113 -1.7524 0.0 -0.4 0.2
C -2.1750 4.2438 -1.6523 0.4 0.2 -0.1
C -0.9713 4.1252 -1.1084 -0.4 0.5 -0.4
C -0.5197 2.8869 -0.3971 -0.1 -0.2 0.2
C 1.3725 1.2630 -0.5441 0.7 -0.1 0.2
N 1.2618 0.2891 0.2510 -1.7 0.0 -0.8
N 2.2111 -0.1281 1.0833 1.5 -0.4 0.8
C 1.7148 -0.8264 2.0955 0.5 0.7 -0.4
O 0.5061 -1.0353 2.3485 -1.1 -0.1 -0.4
C 2.7377 -1.3535 3.0348 0.1 -0.1 0.3
C 4.0797 -1.0108 2.9115 0.0 0.0 0.0
C 4.9994 -1.4750 3.8322 0.1 0.0 0.0
C 4.5870 -2.2849 4.8793 0.1 -0.1 0.1
C 3.2527 -2.6426 4.9978 0.1 -0.1 0.1
C 2.3312 -2.1808 4.0765 -0.1 0.1 -0.1
C -1.7105 2.0970 0.1643 -0.8 0.9 -0.1
O -1.4866 1.1768 1.0800 0.3 -1.7 0.0
H -5.3270 0.8234 1.2155 0.1 0.0 0.0
H -3.9041 1.6570 1.9006 0.0 -0.1 0.0
H -3.7083 0.0657 1.1311 -0.1 0.1 0.1
H -4.0410 3.2018 -1.9897 0.1 0.0 0.0
H -2.5281 5.1702 -2.0852 0.0 0.1 -0.1
H -0.3002 4.9692 -1.0960 0.1 0.0 0.0
H 2.3142 1.8001 -0.6206 -0.1 0.0 0.1
H 4.3768 -0.3701 2.0960 0.0 0.1 -0.1
H 6.0441 -1.2020 3.7410 0.0 0.0 0.0
H 5.3110 -2.6398 5.6026 0.0 0.0 0.0
H 2.9344 -3.2799 5.8140 0.0 0.0 0.0
H 1.2843 -2.4405 4.1423 -0.1 0.0 0.0
C 2.1859 0.8741 -4.0138 -0.3 -0.1 -0.2
C 0.8772 1.6693 -3.9020 0.2 0.1 -0.1
C 0.6937 2.5885 -5.1159 -0.1 -0.3 0.2
C 0.8718 2.4122 -2.5826 -0.6 -0.1 -0.4
C 1.6619 3.5063 -2.3979 -0.2 -0.2 0.1
C 1.9919 4.2253 -1.2269 0.7 0.5 -0.5
C 1.5760 4.0704 0.0988 -0.7 -0.4 0.6
C 0.4914 3.3782 0.5852 0.4 0.4 0.3
C 0.1859 3.3681 2.0605 0.0 0.1 0.2
C -0.6147 4.6365 2.3959 0.0 -0.3 0.1
C 1.4215 3.2713 2.9569 -0.2 -0.1 -0.1
C 0.2274 1.7542 -1.3902 0.9 0.9 -0.3
N -0.6800 0.6938 -1.6384 -1.7 -1.2 0.0
C -1.8346 0.8232 -2.2212 1.8 0.9 0.2
C -2.3463 2.0874 -2.8896 -0.1 -0.1 -0.1
C -3.3650 1.8436 -3.9416 -0.4 -0.4 -0.2
C -4.1258 0.7380 -3.9504 0.2 1.1 -0.7
C -3.8661 -0.3099 -3.0255 1.3 -0.4 1.3
C -2.7619 -0.2581 -2.2371 -2.0 -1.5 -0.7
F -2.5470 -1.3234 -1.4175 0.2 0.5 0.2
H 2.2404 0.3386 -4.9613 0.1 -0.1 -0.2
H 2.2326 0.1415 -3.2120 0.1 -0.1 0.1
H 3.0455 1.5368 -3.9228 0.1 0.1 0.0
H 0.0650 0.9363 -3.9107 0.1 0.1 -0.1
H 1.5007 3.3171 -5.1837 0.0 0.1 -0.1
H -0.2493 3.1283 -5.0408 -0.1 0.1 0.0
H 0.6793 2.0004 -6.0339 0.0 0.0 -0.1
H 2.1659 3.8786 -3.2859 0.1 0.0 -0.1
H 2.7568 4.9821 -1.3787 0.1 0.0 0.0
H 2.1928 4.5965 0.8217 0.0 0.0 0.1
H -0.4375 2.4965 2.2736 0.1 0.1 0.0
H -0.0330 5.5232 2.1395 0.1 0.1 0.0
H -0.8602 4.6786 3.4577 -0.1 0.0 0.2
H -1.5359 4.6510 1.8163 -0.1 0.1 0.0
H 2.0279 4.1758 2.9042 0.1 0.1 0.0
H 2.0345 2.4189 2.6698 0.1 -0.1 0.0
H 1.1095 3.1382 3.9934 0.0 0.0 0.1
H -1.5095 2.6513 -3.2934 0.1 -0.1 0.0
H -3.5176 2.6417 -4.6546 -0.1 0.1 -0.1
H -4.9173 0.6122 -4.6755 0.0 0.0 -0.1
H -4.5136 -1.1703 -2.9780 0.1 -0.2 0.1
O -3.9678 -3.1633 2.6726 0.1 0.3 -0.1
C -3.2469 -4.2752 2.8825 0.3 -0.2 0.0
C -3.8085 -5.3064 3.6390 -0.2 0.1 0.0
C -3.1155 -6.4792 3.8607 -0.1 0.0 0.0
C -1.8446 -6.6466 3.3295 0.1 -0.2 0.0
C -1.2765 -5.6316 2.5854 -0.1 0.0 0.1
C -1.9537 -4.4382 2.3535 -0.4 0.0 0.2
C -1.3390 -3.3835 1.5112 1.0 -0.8 -0.2
O -2.0083 -2.3219 1.2582 0.0 1.3 -0.5
N -0.1488 -3.6871 1.0652 -0.3 -1.0 0.8
N 0.3683 -2.8141 0.1898 -0.6 1.6 -0.5
C 1.5355 -3.0305 -0.2604 0.4 -0.7 0.1
S 2.2017 -2.1810 -1.6047 2.1 0.0 -0.2
C 3.9460 -2.6305 -1.0733 -0.8 0.2 0.0
C 3.9143 -4.0989 -0.7451 -0.4 -0.2 0.2
S 2.5302 -4.3350 0.4285 0.1 0.0 -0.1
H -3.3946 -2.5777 2.0997 -0.2 -0.1 0.2
H -4.8052 -5.1656 4.0327 -0.1 0.0 0.0
H -3.5706 -7.2712 4.4440 0.0 0.0 0.0
H -1.3074 -7.5721 3.4884 0.1 0.0 0.0
H -0.2954 -5.7378 2.1510 0.1 0.0 0.0
H 4.2136 -2.0321 -0.2036 0.1 0.0 0.1
H 4.6107 -2.4040 -1.9057 0.0 0.0 -0.1
H 4.8241 -4.4618 -0.2656 0.0 0.0 0.1
H 3.6997 -4.6950 -1.6347 0.1 0.0 0.0
O -1.0213 -2.0272 -4.1799 -1.1 0.2 -0.7
C -0.0310 -2.1088 -3.4773 1.5 -0.5 -0.2
O 0.0953 -1.9013 -2.2479 -1.1 0.3 0.5
H 0.9434 -2.4404 -3.9744 -0.4 0.2 0.1
```
Forces are in eV/Å.

natural (NBO) population analysis, charges in e, atoms 1 to 99: atom 1 (In): 1.88, atom 2 (C): -0.23, atom 3 (O): -0.55, atom 4 (C): 0.23, atom 5 (C): -0.27, atom 6 (C): -0.24, atom 7 (C): -0.13, atom 8 (C): -0.16, atom 9 (C): 0.26, atom 10 (N): -0.44, atom 11 (N): -0.47, atom 12 (C): 0.57, atom 13 (O): -0.74, atom 14 (C): -0.11, atom 15 (C): -0.12, atom 16 (C): -0.25, atom 17 (C): -0.23, atom 18 (C): -0.23, atom 19 (C): -0.17, atom 20 (C): 0.28, atom 21 (O): -0.88, atom 22 (H): 0.16, atom 23 (H): 0.18, atom 24 (H): 0.19, atom 25 (H): 0.22, atom 26 (H): 0.19, atom 27 (H): 0.23, atom 28 (H): 0.20, atom 29 (H): 0.23, atom 30 (H): 0.19, atom 31 (H): 0.19, atom 32 (H): 0.20, atom 33 (H): 0.24, atom 34 (C): -0.59, atom 35 (C): -0.27, atom 36 (C): -0.59, atom 37 (C): -0.09, atom 38 (C): -0.22, atom 39 (C): -0.47, atom 40 (C): -0.22, atom 41 (C): -0.11, atom 42 (C): -0.26, atom 43 (C): -0.60, atom 44 (C): -0.60, atom 45 (C): 0.01, atom 46 (N): -0.53, atom 47 (C): 0.29, atom 48 (C): -0.35, atom 49 (C): -0.12, atom 50 (C): -0.25, atom 51 (C): -0.25, atom 52 (C): 0.44, atom 53 (F): -0.31, atom 54 (H): 0.18, atom 55 (H): 0.22, atom 56 (H): 0.19, atom 57 (H): 0.22, atom 58 (H): 0.19, atom 59 (H): 0.20, atom 60 (H): 0.19, atom 61 (H): 0.18, atom 62 (H): 0.18, atom 63 (H): 0.19, atom 64 (H): 0.25, atom 65 (H): 0.19, atom 66 (H): 0.18, atom 67 (H): 0.21, atom 68 (H): 0.18, atom 69 (H): 0.22, atom 70 (H): 0.19, atom 71 (H): 0.28, atom 72 (H): 0.20, atom 73 (H): 0.20, atom 74 (H): 0.22, atom 75 (O): -0.69, atom 76 (C): 0.33, atom 77 (C): -0.28, atom 78 (C): -0.20, atom 79 (C): -0.28, atom 80 (C): -0.16, atom 81 (C): -0.13, atom 82 (C): 0.57, atom 83 (O): -0.80, atom 84 (N): -0.44, atom 85 (N): -0.42, atom 86 (C): -0.04, atom 87 (S): 0.42, atom 88 (C): -0.58, atom 89 (C): -0.53, atom 90 (S): 0.25, atom 91 (H): 0.52, atom 92 (H): 0.21, atom 93 (H): 0.19, atom 94 (H): 0.20, atom 95 (H): 0.24, atom 96 (H): 0.22, atom 97 (H): 0.21, atom 98 (H): 0.21, atom 99 (H): 0.21